[1]
# C23H34BiN5O4

A molecular structure, C23H34BiN5O4 (ωB97M-V/def2-TZVPD, OMol25).

Calculated values
HOMO energy (eV): -13.671
Relative energy (zero: lowest compared OMol25 entry of this formula, charge and spin) (eV): 0.000
LUMO level (eV): -5.810
Spin multiplicity: 1
Electronic energy (a.u.): -1685.72613
Orbital gap (Eh): 0.2889
Charge: +2

```
67
Properties=species:S:1:pos:R:3:forces:R:3
Bi -1.0955 0.4801 -0.2056 0.358 0.025 0.276
C -2.5180 1.4193 2.6554 0.074 -0.113 -0.084
C -3.5148 0.4966 1.9157 0.211 -0.048 -0.042
N -2.8452 -0.6707 1.3021 -0.023 0.011 -0.002
C -2.2500 -1.6370 2.2472 0.022 0.166 -0.064
C -0.9363 -2.1794 1.6959 -0.013 0.167 -0.025
N -0.0373 -1.0919 1.2282 -0.138 0.010 0.069
C 0.7134 -0.3666 2.2853 -0.186 0.047 -0.030
C -0.1443 0.6771 3.0139 -0.027 -0.065 -0.150
N -1.1288 1.3435 2.1217 -0.183 0.009 -0.063
H -2.8776 2.4424 2.5712 0.008 0.040 0.001
H -2.5067 1.1878 3.7179 0.042 -0.034 0.056
H -4.2925 0.1934 2.6161 -0.076 -0.030 0.032
H -4.0099 1.0440 1.1115 0.025 -0.019 -0.035
H -3.5057 -1.1402 0.6889 -0.064 -0.007 0.124
H -2.0917 -1.1378 3.2007 -0.024 -0.004 -0.002
H -2.9221 -2.4710 2.4461 -0.042 -0.037 -0.003
H -0.4356 -2.7830 2.4544 0.037 0.000 0.012
H -1.1376 -2.8224 0.8404 0.022 -0.005 -0.053
H 0.6508 -1.4828 0.5891 0.000 -0.023 0.044
H 1.1047 -1.0758 3.0152 0.040 -0.035 0.008
H 1.5634 0.1081 1.8007 0.024 0.031 -0.052
H -0.6798 0.2195 3.8404 -0.039 -0.022 0.019
H 0.5218 1.4182 3.4517 0.030 0.037 0.015
H -0.7821 2.2717 1.8991 -0.046 0.018 0.108
C 6.7841 2.8289 1.2160 -0.050 0.001 -0.048
C 5.3921 2.5861 0.7068 0.055 0.042 0.054
C 5.1051 1.4898 -0.0991 0.109 -0.005 -0.068
C 3.8349 1.2382 -0.5817 -0.138 -0.012 -0.142
C 3.7377 0.1146 -1.5977 0.100 0.043 0.122
C 2.7725 2.1085 -0.1976 -0.078 -0.115 0.155
C 3.0756 3.3079 0.5110 -0.149 0.017 -0.097
C 2.1288 4.4691 0.7490 0.124 -0.080 0.046
C 4.3705 3.4939 0.9620 0.107 0.107 0.012
C 1.3794 1.6690 -0.3119 -0.048 0.093 -0.176
O 0.3740 2.3540 0.0561 0.192 -0.206 -0.024
O 1.0903 0.4488 -0.6913 -0.145 0.031 0.041
H 7.3403 1.8978 1.3175 -0.026 0.018 -0.001
H 6.7701 3.3402 2.1777 -0.007 -0.012 -0.012
H 7.3326 3.4652 0.5162 -0.034 -0.021 0.012
H 5.9126 0.8239 -0.3917 -0.066 0.050 0.037
H 4.3865 0.3715 -2.4385 0.007 -0.019 0.062
H 2.7449 -0.0449 -1.9898 -0.042 0.024 -0.030
H 4.1182 -0.8245 -1.1847 -0.071 0.083 0.009
H 1.1311 4.3219 0.3664 -0.012 -0.006 -0.029
H 2.5518 5.3449 0.2520 0.010 -0.025 0.036
H 2.0716 4.7155 1.8122 0.009 -0.063 -0.035
H 4.5990 4.4026 1.5135 -0.021 -0.089 -0.039
O -5.2969 -1.0294 -2.1594 0.328 -0.261 -0.211
C -4.9850 -1.6104 -3.4326 -0.051 -0.054 0.242
N -4.8426 -3.0415 -3.4226 0.215 0.054 0.337
C -3.7277 -3.7870 -3.1345 0.003 0.030 -0.560
O -3.7237 -4.9952 -3.1746 -0.086 0.072 0.138
C -2.4069 -3.0945 -2.8630 -0.193 -0.049 0.114
C -1.2592 -3.6008 -3.4665 0.007 -0.141 -0.084
C -0.0235 -3.0622 -3.1465 -0.012 -0.063 -0.043
C 0.0414 -2.0534 -2.2041 -0.202 0.091 0.125
N -1.0617 -1.5848 -1.5899 0.201 -0.010 -0.223
C -2.2600 -2.0898 -1.9326 0.168 0.190 0.070
H -6.2231 -1.1967 -1.9551 -0.041 0.003 -0.022
H -4.0552 -1.1539 -3.7508 0.125 0.082 0.008
H -5.7494 -1.3564 -4.1590 -0.126 0.035 -0.070
H -5.6581 -3.6040 -3.6190 0.002 -0.063 0.013
H -1.3502 -4.4194 -4.1728 0.006 0.066 0.058
H 0.8830 -3.4251 -3.6138 -0.055 0.033 0.024
H 0.9859 -1.5924 -1.9319 -0.112 -0.032 0.005
H -3.1332 -1.6693 -1.4472 -0.039 0.042 0.031
```
Forces are in eV/Å.

***

[2]
# C23H34BrN4O5S

2 unconnected molecules or ions with the total composition C23H34BrN4O5S in a non-equilibrium geometry (ωB97M-V/def2-TZVPD, OMol25).

Calculated values
HOMO energy (eV): -4.245
LUMO level (eV): 0.318
Spin multiplicity: 1
Electronic energy (a.u.): -4463.49400
Orbital gap (Eh): 0.1677
Charge: -1

```
68
Properties=species:S:1:pos:R:3:forces:R:3
C 7.2856 -1.9993 1.3612 0.957 -0.380 -0.383
O 7.0706 -0.9980 0.2815 -1.959 -1.133 1.630
C 5.6210 -0.8205 0.0797 -1.453 0.514 0.418
C 5.1595 0.7583 -0.0446 -0.703 -0.632 -0.644
C 3.6014 0.7277 -0.6346 0.682 0.850 -0.285
C 2.9504 2.2548 -0.6406 -0.589 -0.958 0.473
C 1.2949 2.1462 -0.8249 0.770 -0.511 -0.520
C 0.7160 3.2442 -1.9240 0.739 0.232 -0.268
C -0.1790 4.4427 -1.2522 -0.248 -0.504 -0.276
C -1.8007 4.1621 -1.2295 -0.267 0.005 1.556
C -2.1572 2.6377 -0.6408 0.293 0.207 0.005
C -2.2218 1.5029 -1.8228 -0.745 0.039 -0.881
C -3.1271 0.1834 -1.4687 -0.409 -0.369 0.402
C -2.2343 -1.1958 -1.2080 -0.184 0.723 1.989
C -2.4821 -1.5615 0.4049 -0.986 -2.133 3.014
C -1.9062 -0.4797 1.5114 -1.335 -2.028 2.970
C -2.0659 -0.5922 3.1397 -0.523 -1.165 -3.756
C -1.4663 0.6151 4.1088 0.133 0.225 -0.080
C -0.2100 1.4376 3.4469 0.081 3.183 -2.383
N -0.3236 2.6657 2.7840 0.596 -5.282 2.850
C -2.8701 -1.9159 3.7241 -0.091 0.037 -0.285
N -3.1733 -2.2186 5.1951 -0.344 -1.756 -7.054
S -4.0244 -3.7371 5.0548 1.169 1.520 -2.883
N -4.1265 -4.1834 3.3455 3.102 5.799 0.288
C -3.4242 -3.0269 2.6051 -0.566 -0.770 1.797
C -3.2597 -2.8986 0.9460 1.976 3.537 0.720
C -3.8384 -4.0239 -0.1083 0.237 -0.655 1.124
C -2.6274 -4.7743 -0.9734 -0.609 1.630 -7.712
O -2.5234 -4.6601 -2.3267 -0.615 -1.063 10.335
Br -1.3348 -5.9123 0.1182 -1.232 1.128 -0.990
H 6.6754 -1.7561 2.3374 1.170 -0.356 -1.952
H 7.0010 -3.0787 0.9644 0.493 2.157 0.899
H 8.4542 -1.9804 1.5879 -2.622 -0.035 -0.436
H 5.2002 -1.4037 -0.8665 1.225 1.180 1.796
H 5.0159 -1.2595 1.0076 1.331 0.848 -1.864
H 5.8417 1.3309 -0.8051 -1.246 -1.129 1.428
H 5.1705 1.3460 0.9717 0.119 -1.365 -1.841
H 3.6505 0.3963 -1.7619 -0.159 0.475 2.209
H 2.9331 -0.0576 -0.0613 1.331 1.710 -0.975
H 3.4660 2.8440 -1.5144 -1.096 -0.987 1.794
H 3.1217 2.7920 0.4013 0.024 -1.029 -2.223
H 1.0769 1.0259 -1.1723 0.281 2.485 0.656
H 0.8481 2.2697 0.2499 0.570 -0.128 -2.176
H 0.1750 2.7147 -2.8435 0.998 1.150 2.191
H 1.6726 3.7707 -2.4015 -1.995 -1.144 1.022
H 0.0348 5.4209 -1.8699 -0.457 -1.773 1.448
H 0.1836 4.5521 -0.1257 -0.743 0.004 -2.406
H -2.2501 4.9085 -0.4154 0.919 -1.431 -1.820
H -2.3506 4.3977 -2.2361 1.238 -0.643 1.763
H -3.1964 2.6174 -0.0638 2.137 0.239 -1.337
H -1.3283 2.4369 0.1839 -1.774 0.193 -1.733
H -1.1840 1.1251 -2.2094 -1.870 0.879 0.883
H -2.7485 2.0256 -2.7564 1.187 -1.037 1.963
H -3.8893 -0.0839 -2.3161 1.559 0.731 1.468
H -3.7737 0.4128 -0.4952 1.351 -0.485 -2.055
H -2.5140 -2.0770 -1.9255 0.745 1.772 1.351
H -1.0975 -0.8897 -1.2770 -2.248 -0.951 -0.064
H -1.3310 0.4543 1.0899 -1.287 -2.022 0.974
H -1.0989 0.1470 5.1319 -0.726 0.855 -2.213
H -2.2950 1.4124 4.3751 1.545 -1.722 -0.728
H 0.8603 0.9650 3.4855 -2.156 0.540 0.125
H 0.6250 2.9567 2.4321 -0.950 -0.604 0.614
H -4.6626 -3.6107 -0.8380 2.068 -0.625 1.258
H -4.3589 -4.8791 0.5314 1.235 1.796 -1.260
N -1.5626 -3.2567 -4.9508 -0.117 -0.507 -0.386
O -0.5764 -3.7112 -5.5540 0.352 -0.070 -0.141
O -2.6843 -3.7607 -5.1258 -0.367 -0.014 -0.081
O -1.4270 -2.2981 -4.1726 0.056 0.751 0.677
```
Forces are in eV/Å.

***

[3]
# C23H34ClIN4O7PTl

A molecular structure, C23H34ClIN4O7PTl in a non-equilibrium geometry (ωB97M-V/def2-TZVPD, OMol25).

Calculated values
HOMO energy (eV): -2.386
Relative energy (zero: lowest compared OMol25 entry of this formula, charge and spin) (eV): 0.000
LUMO level (eV): 4.142
Spin multiplicity: 1
Electronic energy (a.u.): -2914.43853
Orbital gap (Eh): 0.2399
Charge: -2

```
72
Properties=species:S:1:pos:R:3:forces:R:3
Tl 0.1927 -0.1642 -0.2329 0.154 -0.035 0.081
O 0.4153 2.0556 -4.5607 0.199 0.129 -0.456
C 0.1212 1.3792 -3.5624 -0.098 -0.166 -0.179
O -0.1253 1.7835 -2.4090 -0.052 0.092 0.416
C 0.0568 -0.1488 -3.7787 0.061 0.328 -0.265
C 0.4969 -0.7248 -4.9672 0.049 0.118 0.064
C 0.3897 -2.0966 -5.1142 -0.003 0.002 0.054
C -0.1826 -2.8368 -4.0926 -0.018 -0.201 0.097
C -0.5925 -2.1837 -2.9312 -0.089 -0.311 0.049
N -0.4497 -0.8733 -2.7909 -0.091 -0.006 -0.009
C -1.2803 -2.9315 -1.7590 -0.075 -0.125 -0.348
O -1.6898 -4.0723 -2.0061 0.063 -0.362 -0.262
O -1.4036 -2.2939 -0.6896 0.104 0.413 0.496
H 0.9169 -0.0919 -5.7358 -0.044 0.087 0.029
H 0.7457 -2.5772 -6.0219 -0.055 -0.021 0.077
H -0.3099 -3.9070 -4.1714 -0.072 -0.026 0.100
C -2.9442 0.5349 -1.0641 -0.090 -0.022 -0.105
N -2.5151 0.8473 0.2879 -0.292 0.091 -0.031
C -3.3045 0.0951 1.2339 0.001 0.008 0.058
C -2.5445 2.2698 0.5608 0.163 0.126 0.254
C -1.6953 2.6498 1.7792 -0.134 -0.133 -0.166
N -0.3114 2.2597 1.6227 -0.093 0.276 0.229
C 0.3739 3.0645 0.6262 -0.005 -0.093 0.017
C 0.4012 2.3003 2.8782 -0.040 0.007 0.020
H -4.0033 0.8047 -1.2403 0.013 0.052 0.049
H -2.8169 -0.5360 -1.2068 -0.050 -0.043 -0.126
H -2.3054 1.0505 -1.7774 0.030 0.058 -0.063
H -4.3692 0.3997 1.2123 0.001 0.022 0.006
H -2.9242 0.2315 2.2442 -0.011 -0.040 0.106
H -3.2457 -0.9597 0.9781 -0.002 -0.121 -0.005
H -3.5837 2.6295 0.7320 0.131 -0.043 -0.089
H -2.1503 2.7856 -0.3141 -0.069 0.010 -0.079
H -2.0954 2.1540 2.6696 0.043 0.045 -0.007
H -1.7887 3.7453 1.9479 -0.025 -0.092 -0.002
H 0.3565 4.1373 0.8960 -0.031 0.047 -0.005
H -0.0791 2.9207 -0.3509 0.049 0.103 -0.135
H 1.4062 2.7305 0.5513 0.049 0.042 -0.058
H 0.4186 3.3138 3.3239 -0.040 0.048 0.008
H 1.4297 1.9904 2.7137 0.067 -0.043 0.028
H -0.0567 1.6154 3.5937 -0.014 -0.040 0.049
C 5.6558 1.0903 -1.3032 -0.696 0.095 0.078
P 3.8114 1.1843 -1.3737 0.769 -0.539 -1.468
C 3.4439 2.1158 -2.9033 0.049 -0.327 0.693
C 3.2763 -0.5212 -1.7162 0.121 0.723 0.174
O 3.2711 1.8265 -0.1650 -0.236 0.373 0.781
H 6.0865 0.6408 -2.1927 0.025 -0.072 -0.136
H 5.9152 0.5039 -0.4260 0.078 -0.111 0.089
H 6.0360 2.1006 -1.1722 0.067 0.100 -0.002
H 3.8424 1.6173 -3.7823 0.051 -0.057 -0.127
H 3.8471 3.1217 -2.8144 0.070 0.096 -0.023
H 2.3592 2.1788 -2.9813 -0.049 0.084 -0.094
H 3.9881 -1.0515 -2.3442 0.132 0.020 -0.108
H 2.3178 -0.4704 -2.2294 -0.082 -0.088 -0.073
H 3.1351 -1.0531 -0.7752 0.002 -0.123 0.013
I 3.1790 -0.4662 2.6812 0.246 0.342 0.298
C 1.3454 -1.2511 3.3009 0.185 0.209 0.307
C 1.2054 -1.6677 4.6182 -0.099 -0.055 0.134
C -0.0293 -2.1599 4.9975 -0.020 0.024 -0.062
C -1.0443 -2.2469 4.0533 -0.002 -0.087 0.010
C -0.7807 -1.8093 2.7641 -0.321 -0.189 0.403
N 0.3759 -1.2713 2.4294 0.251 0.179 -0.245
H 2.0305 -1.6143 5.3129 0.047 0.003 -0.050
H -0.1978 -2.4908 6.0161 0.021 -0.004 -0.004
H -2.0099 -2.6537 4.3177 -0.065 -0.051 -0.066
H -1.4950 -1.8973 1.9596 -0.218 -0.011 -0.070
Cl 2.6396 -5.9922 0.4402 0.352 -0.774 0.150
C 1.8118 -4.4992 -0.0035 -0.297 0.845 0.061
C 2.0560 -3.3421 1.0302 0.073 -1.115 -0.757
O 2.1387 -3.6370 2.2213 0.008 -0.246 0.662
O 2.1365 -2.2283 0.4871 -0.083 0.506 -0.541
H 0.7458 -4.7224 -0.0569 0.028 0.087 -0.055
H 2.1766 -4.2000 -0.9861 -0.093 -0.017 0.133
```
Forces are in eV/Å.

***

[4]
# C23H34N2O3

A single C23H34N2O3 molecule (ωB97M-V/def2-TZVPD, OMol25).

Calculated values
HOMO energy (eV): -9.039
Relative energy (zero: lowest compared OMol25 entry of this formula, charge and spin) (eV): 4.087
LUMO level (eV): 0.593
Spin multiplicity: 1
SMILES: CC[C@]1(C)C[C@H](C(=O)N2CC3(C[C@H](C(=O)N4[C@H]5CC=C[C@H]4CCC5)CO3)C2)C1
Electronic energy (a.u.): -1231.95179
Orbital gap (Eh): 0.3539
Charge: 0

```
62
Properties=species:S:1:pos:R:3:forces:R:3
C -5.8069 -0.0828 2.9176 0.053 -0.040 0.203
C -4.4841 -0.6792 2.4462 -0.115 0.105 -0.261
C -3.3411 0.3359 2.3872 0.221 -0.224 0.043
C -2.5931 0.3891 3.7155 -0.141 0.137 0.068
C -2.3212 0.1725 1.2271 -0.062 -0.001 -0.034
C -2.3488 1.7123 1.0340 -0.036 -0.053 -0.005
C -2.3943 2.1833 -0.3993 0.231 0.049 -0.004
O -3.4031 2.5547 -0.9742 -0.057 -0.009 0.030
N -1.1991 2.1012 -1.0293 -0.097 0.018 0.016
C 0.1647 1.8977 -0.5490 0.017 0.021 -0.081
C 0.6303 2.1318 -2.0214 -0.045 -0.076 0.068
C 1.1501 0.8958 -2.7326 0.008 0.022 -0.062
C 2.6384 0.9512 -2.3579 0.035 -0.016 0.068
C 2.8683 0.3232 -0.9819 -0.052 -0.024 0.009
O 3.1467 0.9853 0.0097 -0.010 0.016 -0.002
N 2.6701 -1.0059 -0.9117 0.049 0.006 -0.032
C 2.5910 -2.0170 -1.9293 -0.018 0.041 -0.046
C 4.0006 -2.6384 -1.8942 0.004 -0.001 0.029
C 4.8440 -2.4248 -0.8707 0.010 -0.006 -0.022
C 4.4258 -1.7783 0.4673 -0.003 0.010 -0.028
C 2.9093 -1.7935 0.2999 0.066 -0.019 0.034
C 1.5704 -1.7960 1.0151 -0.001 0.042 -0.006
C 0.6386 -2.2527 -0.1832 -0.051 -0.070 0.014
C 1.3552 -2.8810 -1.4395 -0.011 0.002 0.014
C 2.9000 2.4606 -2.3419 0.008 -0.034 -0.008
O 1.6220 3.1037 -2.2212 0.013 0.029 0.029
C -0.8056 2.5886 -2.3447 0.043 -0.010 -0.037
C -3.6576 1.7493 1.8338 -0.062 -0.027 -0.055
H -6.5780 -0.8504 2.9908 -0.001 0.000 -0.002
H -5.7095 0.3798 3.9027 0.001 0.000 -0.002
H -6.1626 0.6812 2.2268 0.000 -0.001 0.000
H -4.1962 -1.5156 3.0900 0.003 0.003 0.001
H -4.6355 -1.0980 1.4464 -0.003 0.001 0.000
H -1.7922 1.1317 3.6976 0.001 -0.002 -0.003
H -3.2658 0.6496 4.5368 -0.001 0.002 -0.003
H -2.1485 -0.5835 3.9385 0.001 0.001 0.000
H -1.3632 -0.2946 1.4619 0.022 0.005 0.026
H -2.7651 -0.3324 0.3659 0.001 0.000 0.008
H -1.5164 2.1862 1.5572 -0.013 0.029 -0.014
H 0.5260 2.6806 0.1217 0.000 -0.002 0.006
H 0.3584 0.9165 -0.1121 0.020 0.007 -0.007
H 0.6364 -0.0151 -2.4252 0.028 -0.007 0.009
H 1.0289 1.0227 -3.8112 -0.026 -0.003 0.008
H 3.2724 0.4420 -3.0849 -0.017 0.031 -0.034
H 2.4045 -1.6016 -2.9199 -0.027 -0.022 0.001
H 4.3351 -3.1984 -2.7600 0.005 0.005 -0.003
H 5.8575 -2.8023 -0.9483 0.003 0.006 0.018
H 4.7735 -2.4146 1.2840 -0.021 0.001 0.011
H 4.8497 -0.7831 0.6018 -0.007 0.001 0.003
H 2.8567 -2.8256 -0.0267 -0.012 0.003 0.025
H 1.5548 -2.5181 1.8329 -0.024 -0.016 -0.013
H 1.2510 -0.8267 1.3998 0.044 0.005 0.000
H -0.1021 -2.9720 0.1725 0.007 0.000 -0.014
H 0.0710 -1.3894 -0.5333 -0.001 0.025 0.028
H 0.6116 -2.9499 -2.2352 0.004 0.013 -0.011
H 1.6745 -3.9052 -1.2353 -0.011 0.001 0.006
H 3.5289 2.7366 -1.4972 0.000 0.010 -0.003
H 3.3572 2.7964 -3.2736 0.000 0.005 -0.003
H -1.2943 2.0943 -3.1852 -0.014 0.008 0.002
H -0.8949 3.6722 -2.4463 0.000 0.000 -0.007
H -4.4995 1.7460 1.1406 0.011 -0.001 0.003
H -3.7952 2.5542 2.5553 0.026 0.004 0.017
```
Forces are in eV/Å.